# 1
Computed, not measured: C14H12FeNO3 as an isolated structure at a distorted geometry, with wB97M-V/def2-TZVPD.

```
! wB97M-V def2-TZVPD RIJCOSX def2/J DEFGRID3
* xyz 1 5
O 2.32 -1.40 -0.39
C 2.23 -0.33 -0.82
Fe 1.98 1.37 -1.19
C 3.09 1.94 0.11
O 3.89 2.01 0.95
C 3.17 1.26 -2.46
O 4.18 1.02 -2.98
C -0.68 1.22 0.12
C -0.85 0.42 -1.11
C 0.26 0.77 -2.10
C 0.44 2.17 -2.35
C 0.57 2.93 -1.16
C 0.29 2.23 0.08
H -1.25 0.98 1.03
H -0.84 -0.66 -0.89
H -1.86 0.62 -1.54
H 0.38 0.06 -2.92
H 0.62 2.60 -3.35
H 0.82 3.99 -1.15
H 0.62 2.68 1.03
N -1.28 -1.05 1.22
C -0.39 -1.81 1.85
C -0.78 -2.99 2.49
C -2.13 -3.37 2.44
C -3.05 -2.54 1.80
C -2.58 -1.38 1.18
H 0.64 -1.45 1.82
H -0.02 -3.56 3.02
H -2.45 -4.31 2.90
H -4.12 -2.75 1.76
H -3.23 -0.69 0.63
*
```

The calculation puts the HOMO-LUMO gap (alpha / beta) at 6.43 / 6.05 eV. For the HOMO energy (alpha / beta), the calculation gives -10.285 / -12.490 eV. Its expectation value of S² is 6.12.

Results of the Mulliken charge analysis, in e, for atoms 1 through 4: O -0.2521; C 0.2002; Fe 0.2157; C 0.4436

***

# 2
Computed, not measured: a 2-piece molecular cluster, C4H11N2O2S overall at a distorted geometry, with wB97M-V/def2-TZVPD.

```
! wB97M-V def2-TZVPD RIJCOSX def2/J DEFGRID3
* xyz 0 2
C -2.47 -0.95 -0.08
N -1.73 0.36 -0.15
C -0.24 0.43 -0.09
C 0.46 -0.80 0.57
S 2.09 -0.39 1.29
C 0.12 1.67 0.72
N 1.20 2.36 0.25
O -0.56 2.07 1.64
H -3.44 -0.65 0.31
H -2.59 -1.31 -1.09
H -2.09 -1.69 0.61
H -2.00 0.83 0.70
H 0.05 0.45 -1.14
H 0.67 -1.55 -0.20
H -0.19 -1.24 1.31
H 1.93 1.99 -0.33
H 1.49 3.10 0.87
H 1.90 -1.56 -2.32
H 2.69 -1.37 -1.00
O 2.69 -1.78 -1.86
*
```

The calculation puts the HOMO-LUMO gap (alpha / beta) at 9.99 / 6.98 eV. For the HOMO energy (alpha / beta), the calculation gives -9.416 / -9.488 eV. Its expectation value of S² is 0.75.

Results of the Mulliken charge analysis, in e, for atoms 1 through 4: C -0.9022; N -0.4620; C 0.3278; C -0.9005

***

# 3
Computed, not measured: the molecule C5H8N2O2, with wB97M-V/def2-TZVPD.

```
! wB97M-V def2-TZVPD RIJCOSX def2/J DEFGRID3
* xyz 0 1
C 1.48 -1.93 -0.20
C 1.15 -0.57 0.43
C 2.18 0.39 0.08
N 3.02 1.10 -0.25
O -0.12 -0.16 -0.04
C -0.61 1.01 0.57
C -2.00 1.37 0.04
N -2.40 0.61 -1.00
O -2.65 2.26 0.52
H 2.16 -2.49 0.44
H 1.93 -1.79 -1.18
H 0.55 -2.48 -0.32
H 1.12 -0.65 1.53
H -0.69 0.89 1.66
H 0.05 1.87 0.38
H -1.83 -0.16 -1.30
H -3.34 0.72 -1.36
*
```

The calculation puts the HOMO-LUMO gap at 10.78 eV. For the HOMO energy, the calculation gives -10.141 eV. The structure (SMILES) is C[C@@H](C#N)OCC(N)=O.

Results of the Mulliken charge analysis, in e, for atoms 1 through 4: C -1.2770; C 0.3962; C 0.1755; N -0.4218

***

# 4
Computed, not measured: C14H17N3Sn as an isolated structure at a distorted geometry, with wB97M-V/def2-TZVPD.

```
! wB97M-V def2-TZVPD RIJCOSX def2/J DEFGRID3
* xyz 0 1
C 2.13 -1.03 2.08
C 1.02 1.58 2.56
H 1.93 -2.10 2.33
H 3.17 -0.68 2.50
H 2.70 -1.03 1.13
H -0.05 1.88 2.58
H 0.92 1.42 3.88
H 1.61 2.44 2.29
C 0.79 -2.61 -0.68
C 0.38 -3.53 -1.63
C -0.72 -3.21 -2.46
C -1.40 -2.01 -2.39
H 1.63 -2.74 0.03
H 0.91 -4.47 -1.69
H -1.07 -3.90 -3.20
H -2.26 -1.67 -2.97
N 0.03 -1.48 -0.59
C -0.98 -1.06 -1.43
C -1.63 0.25 -1.20
N -1.27 1.00 -0.11
C -1.65 2.28 0.22
C -3.19 2.02 -1.60
C -2.69 2.79 -0.53
H -1.14 2.78 1.08
H -3.08 3.75 -0.25
C -2.69 0.78 -1.96
H -3.00 0.11 -2.76
H -4.01 2.38 -2.19
Sn 0.62 0.19 0.76
C 2.13 1.25 -0.24
H 1.71 2.26 -0.18
H 2.08 0.77 -1.22
H 3.02 1.06 0.35
N 2.17 0.34 4.36
C 1.87 0.17 3.14
*
```

The calculation puts the HOMO-LUMO gap (alpha / beta) at 4.45 / 3.52 eV. For the HOMO energy (alpha / beta), the calculation gives -5.361 / -4.886 eV.

Results of the Mulliken charge analysis, in e, for atoms 1 through 4: C -1.1574; C -1.2665; H 0.2431; H 0.2942

***

The records above yield ΔE to the lowest compared entry with this formula, charge and spin values of 37.0; 0.0; 122.3; 191.5 kJ/mol, respectively.
The records above yield E values of -56719.43145; -22235.44385; -12389.66828; -25084.05819 eV, respectively.